A cluster of 4 separate species, C32H53ClO14 in total. Source: OMol25; level of theory: the ωB97M-V functional and the def2-TZVPD basis.

Cartesian coordinates (Å):
Cl 0.4052 4.1938 0.3934
O 3.3205 0.4482 -1.2999
O 6.2161 4.8223 3.7862
O 7.0638 5.9966 2.0469
O -0.8215 0.9546 2.2044
O -2.7450 -5.9654 3.6232
O -0.6693 -0.7565 -7.3260
O 0.0937 -0.3265 -2.5983
O -2.6297 -8.1982 3.3086
O -5.0244 1.8669 -0.6797
O -0.7622 -1.3970 -9.3852
O -2.1028 -6.6972 1.6978
O -2.1396 -2.3817 -7.8926
O -4.5292 2.5772 1.3898
O 4.8554 5.9038 2.5074
C -5.4069 4.1801 -0.1626
C 2.8875 1.3206 -2.3517
C -2.1680 -2.1528 2.1502
C -0.3248 -0.9121 0.8429
C -0.4330 -2.0377 -5.2523
C 7.5486 4.4402 4.1743
C 1.5581 1.9754 -1.8927
C 6.1394 5.6130 2.7166
C -3.1164 -8.3388 0.1958
C -1.2759 -1.5879 -8.1664
C -2.8407 -1.0733 3.0116
C 8.2538 5.5456 4.9276
C 0.5922 1.4492 0.3843
C 2.8219 0.6098 -3.7113
C 3.1287 1.6945 2.1722
C -4.9849 2.7634 0.1119
C -1.3017 -2.2549 -10.3938
C -4.4942 0.8562 3.0680
C -0.2420 0.5299 1.2323
C -1.8404 -7.7757 0.7798
C -3.2382 -6.2040 4.9455
C -3.7907 -0.1882 2.2140
C 0.2537 -0.1487 -1.4112
C 1.0932 2.6797 1.0987
C -2.5054 -7.0684 2.9121
C 0.8122 1.1405 -0.8947
C 4.6149 6.7858 1.4051
C -1.0774 -0.8622 -5.9463
C -5.3686 1.7827 2.2502
C -0.6723 -1.9713 1.8533
C 2.6161 2.7469 1.1840
C -0.0751 -1.2030 -0.4301
H -2.7137 -2.2640 1.2073
H -0.1347 -1.7761 2.7857
H 7.4030 3.5669 4.8070
H -6.3819 4.3394 0.3059
H 0.6908 2.6545 2.1092
H 9.2205 5.1900 5.2850
H -5.4846 4.3506 -1.2335
H -3.4189 -1.5646 3.8025
H 3.5361 6.8141 1.2842
H -0.6885 -2.0170 -4.1943
H -4.2430 -6.6211 4.9051
H -0.7690 -2.9814 -5.6817
H -3.2638 0.3043 1.3916
H 2.6149 0.7372 2.0410
H -0.7542 0.0744 -5.4964
H -2.1645 -0.9119 -5.8973
H -6.0594 1.1967 1.6354
H 3.6162 2.1349 -2.4338
H 1.7593 2.9603 -1.4810
H -4.7042 4.8754 0.2954
H -2.2570 -3.1137 2.6646
H 4.1925 1.5054 2.0276
H 4.9944 7.7816 1.6280
H -3.7217 -8.8116 0.9676
H 3.2247 -0.4046 -3.6435
H -3.7462 1.4658 3.5865
H 2.8672 3.7336 1.5790
H -5.9299 2.4671 2.8918
H 3.0758 2.5946 0.2086
H -2.5817 -6.8830 5.4850
H -3.7022 -7.5470 -0.2720
H 8.4203 6.4088 4.2852
H -4.5492 -0.8363 1.7553
H 1.8026 0.5290 -4.0841
H 8.1071 4.1394 3.2886
H 3.4190 1.1434 -4.4525
H -1.0047 -3.2870 -10.2137
H 0.6530 -1.9834 -5.3447
H 3.8698 -0.2420 -1.6821
H -1.2223 -7.3244 0.0062
H 7.6598 5.8589 5.7868
H 5.0866 6.4083 0.5006
H -5.1130 0.3630 3.8255
H -2.3873 -2.1890 -10.4164
H -2.8769 -9.0863 -0.5608
H -0.3075 -2.9130 1.4354
H 0.9259 2.1204 -2.7723
H -2.0870 -0.4572 3.5062
H -3.2565 -5.2324 5.4300
H 2.9660 2.0204 3.2012
H -1.2578 -8.5437 1.2873
H -0.8825 -1.9037 -11.3318
H -0.1364 -2.2200 -0.8039

## Properties
* multiplicity: 1
* highest occupied orbital energy: -9.74 eV
* E_tot: -2764.706079 Eh
* largest force on an atom: 0.52 eV/Å
* SMILES: CC[C@@H](Cl)C1=C(C[C@H](C)O)C(=O)C=C(CCCCCCOC(C)=O)C1=O.CCOC(=O)OC.CCOC(=O)OC.CCOC(=O)OC
* orbital gap: 8.78 eV